Record 1
Here is a structure of composition C28H25ClMoN2O3Si from OMol25. Energies are from ωB97M-V/def2-TZVPD.

Structure (ORCA input):
```
! RIJCOSX wB97M-V def2-TZVPD def2/J DEFGRID3
* xyz 2 1
Mo -0.74490 -0.55305 -0.86054
Cl -3.42450 5.64493 2.32212
C -2.97240 4.17125 1.57736
C -3.90640 3.14204 1.45810
C -3.55407 1.93722 0.87663
C -2.25226 1.73838 0.44973
O -1.83543 0.57458 -0.09297
C -1.30751 2.77046 0.54561
C 0.06031 2.57669 0.07761
O 0.59461 1.50714 -0.20692
C -1.68393 3.99074 1.10119
H -4.91271 3.29756 1.82198
H -4.27806 1.14077 0.75912
H 0.65646 3.49710 -0.00684
H -0.96103 4.79477 1.16446
O 0.31299 -1.45010 -1.90224
Si 0.23691 -2.12477 -3.46006
C 1.47449 -1.30525 -4.57474
C 1.10757 -0.17823 -5.31664
C 2.03328 0.46304 -6.12326
C 3.33367 -0.01691 -6.20316
C 3.71205 -1.13408 -5.47146
C 2.78749 -1.77703 -4.66505
C 0.24766 -3.95486 -3.09953
C 0.84137 -4.87449 -3.96498
C 0.85156 -6.22638 -3.65367
C 0.26593 -6.67262 -2.47940
C -0.33914 -5.76918 -1.61329
C -0.34243 -4.42012 -1.91953
C -1.52477 -1.44098 -3.74403
C -1.91338 -0.35937 -2.92493
C -3.18710 0.20335 -3.01401
C -4.11008 -0.35814 -3.87747
C -3.75167 -1.43610 -4.67971
C -2.47036 -1.97003 -4.61230
H 0.09097 0.19765 -5.27288
H 1.74240 1.33950 -6.68653
H 4.05291 0.47770 -6.84204
H 4.72907 -1.49890 -5.52138
H 3.08760 -2.65104 -4.09743
H 1.29601 -4.52835 -4.88600
H 1.31453 -6.92762 -4.33475
H 0.27682 -7.72713 -2.23893
H -0.81512 -6.12784 -0.70965
H -0.81311 -3.71161 -1.24183
H -1.08775 0.28019 -2.45015
H -3.43932 1.08636 -2.43933
H -5.10121 0.06707 -3.95490
H -4.47107 -1.85451 -5.37077
H -2.19732 -2.79714 -5.25602
C 2.27899 -1.70119 3.37064
N 1.35128 -2.43946 2.50317
C 1.29548 -3.89987 2.65212
C 0.65731 -1.84001 1.61169
N 0.00871 -1.29982 0.80711
H 3.30706 -1.97911 3.14007
H 2.06857 -1.94982 4.40947
H 2.15924 -0.63077 3.22766
H 2.29262 -4.31130 2.50126
H 0.61763 -4.33359 1.92151
H 0.95028 -4.15517 3.65315
*
```

The calculation puts the HOMO energy at -14.054 eV. Its total energy is -60805.754 eV. Its relative energy (zero: lowest compared OMol25 entry of this formula, charge and spin) is 170.36 kJ/mol. The HOMO-LUMO gap comes out at 6.377 eV. The calculation puts the largest force on an atom at 0.0670 Eh/bohr.

Record 2
Here is the ion C4H5O3S with charge -1 from OMol25. Energies are from ωB97M-V/def2-TZVPD.

Structure (ORCA input):
```
! RIJCOSX wB97M-V def2-TZVPD def2/J DEFGRID3
* xyz -1 3
C 0.10302 -1.56530 0.23014
C -2.45390 1.09181 -0.18131
C 2.22060 -0.22429 -0.00369
C 0.65394 -0.22394 0.19499
O -2.78231 1.71047 -1.15495
O -2.25122 1.32578 0.97899
O -2.27169 -0.42855 -0.55508
S -1.46102 -1.67730 0.10560
H 2.50224 0.25674 -1.03220
H 2.57161 -1.27235 0.08508
H 2.52869 0.38690 0.75052
H 0.57979 0.34763 1.16992
H 0.06024 0.27238 -0.58801
*
```

The expectation value of S² is 2.01. The calculation puts the HOMO energy (alpha / beta) at -2.248 / -4.956 eV. Its total energy is -21203.414 eV. Its relative energy (zero: lowest compared OMol25 entry of this formula, charge and spin) is 0.00 kJ/mol. The HOMO-LUMO gap (alpha / beta) comes out at 5.913 / 6.906 eV. The calculation puts the largest force on an atom at 0.1222 Eh/bohr.

Record 3
Here is a cluster of 9 separate species, C70H147F6N6O8S2 in total from OMol25. Energies are from ωB97M-V/def2-TZVPD.

Structure (ORCA input):
```
! RIJCOSX wB97M-V def2-TZVPD def2/J DEFGRID3
* xyz 3 1
C 0.78001 15.35784 27.34566
C 2.21563 15.78620 27.01116
O 2.37371 17.04554 26.83448
O 3.11138 14.94886 27.00818
H 0.32538 14.89263 26.47101
H 0.20072 16.25650 27.55764
H 0.73163 14.64885 28.17214
C 1.00610 6.84918 29.11051
C 1.12586 7.84240 27.90838
C 2.42601 8.51058 27.80402
C 3.59880 7.56757 27.68097
N 5.04251 8.16200 27.89011
C 6.20034 7.12631 28.05866
C 6.31916 6.45524 26.70407
C 6.05246 7.57095 25.76040
C 5.54873 8.84507 26.56309
C 5.09835 8.95896 29.18821
C 4.88044 8.23844 30.53100
C 4.85791 9.09114 31.78548
H -0.00864 6.64629 29.45291
H 1.70892 7.28213 29.82235
H 1.52195 5.96055 28.74670
H 0.27702 8.50236 28.08731
H 0.95668 7.38905 26.93167
H 2.51706 8.88961 28.82193
H 2.50682 9.41719 27.20432
H 3.65864 7.14259 26.67901
H 3.61465 6.69877 28.33902
H 7.07562 7.61401 28.48777
H 5.88426 6.42016 28.82648
H 7.21786 5.86594 26.52197
H 5.60183 5.63833 26.62552
H 6.96838 7.83572 25.23210
H 5.27177 7.23131 25.07977
H 6.37110 9.47119 26.90917
H 4.72302 9.37583 26.08918
H 4.33903 9.73909 29.13403
H 6.05111 9.48173 29.10420
H 5.60613 7.44565 30.71253
H 3.89670 7.77503 30.45605
H 5.90500 9.30729 31.99759
H 4.44315 8.43121 32.54743
H 4.31728 10.03725 31.75925
C -0.59124 2.97063 21.36844
C 0.37677 4.12796 21.09731
C -0.08128 4.89499 19.79004
C 0.69863 6.11250 19.61122
N 0.73499 6.86754 18.30899
C -0.73930 7.08189 17.83993
C -0.58100 7.28051 16.34631
C 0.45489 6.33136 15.92343
C 1.36929 6.07443 17.13265
C 1.52027 8.20326 18.47317
C 0.96867 9.19983 19.55776
C 1.16913 10.66537 19.45390
H -0.14560 2.40856 22.18916
H -0.60184 2.26179 20.54046
H -1.57292 3.39001 21.58871
H 1.35354 3.69433 20.88292
H 0.32590 4.71160 22.01649
H -1.13091 5.17348 19.88398
H 0.07927 4.14927 19.01143
H 1.74743 5.81571 19.61702
H 0.45665 6.84042 20.38561
H -1.27305 7.96483 18.19157
H -1.30999 6.19530 18.11628
H -0.22181 8.30788 16.28634
H -1.53429 7.25544 15.81840
H 1.05463 6.76534 15.12337
H -0.05864 5.44365 15.55416
H 2.44007 6.15039 16.94363
H 1.18707 5.04844 17.45237
H 1.48608 8.72883 17.51887
H 2.54266 7.90755 18.70853
H 1.40154 9.04102 20.54543
H -0.09761 9.06210 19.73719
H 0.71240 11.09203 18.56089
H 2.20461 10.96694 19.29600
H 0.73608 11.13558 20.33678
C -0.65823 19.02175 11.81709
C -1.86936 18.45112 12.47619
C -2.45514 19.27390 13.63577
C -3.96298 19.02827 13.95248
N -4.60102 20.14301 14.90273
C -4.89745 21.52031 14.19874
C -6.26409 21.35271 13.43187
C -6.82513 20.01149 14.00782
C -6.06910 19.76441 15.25198
C -3.86588 20.28099 16.26683
C -3.54532 18.98567 17.03335
C -2.48359 19.37058 18.15404
H 0.15825 19.15392 12.52702
H -0.95798 20.00055 11.44265
H -0.39200 18.43184 10.94005
H -1.84368 17.41232 12.80536
H -2.57957 18.46679 11.64948
H -2.41192 20.32737 13.35932
H -1.80125 19.17017 14.50165
H -4.10581 18.01525 14.32864
H -4.51773 19.12605 13.01931
H -4.93308 22.35911 14.89389
H -3.97215 21.72712 13.66102
H -6.93030 22.16934 13.71008
H -6.13595 21.30822 12.35033
H -7.86737 19.91470 14.31190
H -6.67350 19.26729 13.22598
H -6.39267 20.38987 16.08398
H -6.15861 18.76048 15.66697
H -4.38036 21.02448 16.87561
H -2.99216 20.80748 15.88274
H -3.24640 18.09625 16.47868
H -4.47961 18.78011 17.55582
H -1.54719 19.16589 17.63505
H -2.55317 18.83885 19.10301
H -2.40659 20.45124 18.27388
C -7.71251 15.22433 32.26236
C -7.81202 13.69454 32.11346
C -9.16524 13.17436 32.64908
C -9.38909 11.65308 32.25269
N -10.39688 10.91605 33.15346
C -10.35692 9.39581 32.79808
C -11.87837 8.89335 32.86800
C -12.64493 10.10306 33.24844
C -11.84889 11.33439 32.84907
C -10.17338 11.11867 34.65965
C -8.69872 10.92491 35.13095
C -8.70928 10.98647 36.68882
H -6.88374 15.59358 31.65828
H -7.64928 15.57322 33.29309
H -8.53829 15.78266 31.82143
H -6.97091 13.11514 32.49417
H -7.88801 13.53877 31.03733
H -10.04106 13.74380 32.33802
H -9.04440 13.25632 33.72926
H -8.46274 11.11143 32.44398
H -9.68316 11.49443 31.21517
H -9.65470 8.97873 33.51993
H -9.98102 9.34831 31.77605
H -11.95227 8.05776 33.56401
H -12.13161 8.56222 31.86086
H -12.86388 10.03409 34.31400
H -13.65394 10.05060 32.83949
H -12.11059 12.27881 33.32624
H -11.83040 11.52993 31.77691
H -10.88754 10.46351 35.15849
H -10.57816 12.08996 34.94395
H -8.19308 11.84460 34.83666
H -8.14395 10.04733 34.79899
H -7.66345 11.08292 36.98045
H -9.15273 10.06962 37.07723
H -9.30754 11.80720 37.08453
C 10.90989 21.01736 27.23791
C 10.18570 19.83445 26.59725
C 10.09388 19.85662 25.13270
C 9.45405 18.54646 24.56513
N 9.38668 18.50264 23.01144
C 10.80644 18.28539 22.45898
C 11.02908 16.74978 22.49095
C 9.72639 16.25403 21.89605
C 8.64323 17.27966 22.47488
C 8.78675 19.82885 22.38281
C 7.34074 20.14848 22.86744
C 6.58362 21.34376 22.27947
H 10.77627 21.92062 26.64261
H 11.96974 20.77163 27.30440
H 10.60382 21.21010 28.26615
H 9.17970 19.66245 26.97994
H 10.78875 18.93835 26.74364
H 11.13146 19.91712 24.80424
H 9.57063 20.78493 24.90353
H 8.43044 18.35877 24.88931
H 9.94552 17.65179 24.94738
H 10.87702 18.69623 21.45184
H 11.63666 18.77414 22.96887
H 11.90818 16.43564 21.92827
H 11.13870 16.27808 23.46747
H 9.69075 16.27747 20.80688
H 9.49769 15.24187 22.22970
H 8.06016 17.64643 21.63012
H 8.10754 16.72359 23.24425
H 8.86820 19.72139 21.30118
H 9.44218 20.66319 22.63260
H 7.46485 20.32664 23.93560
H 6.75104 19.24325 22.72279
H 7.19117 22.24659 22.21731
H 5.67762 21.55918 22.84591
H 6.19822 21.11335 21.28625
C 4.51554 25.80493 28.71967
C 4.75379 24.44358 29.37836
C 3.66072 24.02971 30.46388
C 3.97525 22.62729 30.99035
N 3.00932 21.97379 32.03454
C 1.61155 21.69362 31.41810
C 0.77495 22.87291 31.79171
C 1.18781 23.11408 33.23926
C 2.71306 22.78899 33.32461
C 3.52690 20.51609 32.40480
C 4.96584 20.47023 32.94007
C 5.35634 19.00937 33.25172
H 3.49045 25.88383 28.35763
H 5.09354 25.95507 27.80782
H 4.78039 26.69804 29.28564
H 5.74632 24.32039 29.81173
H 4.75408 23.76322 28.52677
H 2.65860 24.07471 30.03749
H 3.77026 24.83492 31.19034
H 4.90239 22.67554 31.56147
H 4.13023 21.93128 30.16594
H 1.08633 20.75489 31.59418
H 1.82139 21.65838 30.34907
H -0.28478 22.63848 31.69116
H 0.79379 23.75065 31.14573
H 0.48451 22.50944 33.81185
H 1.08583 24.13685 33.60209
H 3.05460 22.29978 34.23682
H 3.29820 23.70301 33.22326
H 3.43409 19.96593 31.46841
H 2.75698 20.05229 33.02141
H 4.83164 21.05338 33.85112
H 5.69878 20.96092 32.29966
H 5.40350 18.30422 32.42187
H 4.71831 18.56027 34.01285
H 6.29757 19.05226 33.79975
C -6.24398 12.60037 22.49134
F -5.26265 11.75734 22.25563
F -6.89808 12.24297 23.58336
F -5.76823 13.83057 22.58499
S -7.33636 12.62149 20.92903
O -6.42841 12.60986 19.77970
O -8.08171 11.33170 20.99186
O -8.24293 13.77100 20.96715
C -1.10639 13.71458 36.54352
F 0.07560 13.33238 37.20381
F -0.79836 14.30408 35.37111
F -1.84996 12.60994 36.25756
S -2.01337 15.00927 37.71590
O -2.10251 14.35591 39.05081
O -1.16932 16.21427 37.64392
O -3.32665 15.15017 37.08537
*
```

The calculation puts the HOMO energy at -9.289 eV. Its total energy is -138238.450 eV. The HOMO-LUMO gap comes out at 5.001 eV. The calculation puts the largest force on an atom at 0.0834 Eh/bohr.